Record 1
{"formula": "C4H13N3O", "method": "ωB97M-V/def2-TZVPD", "multiplicity": 1, "orbital_gap_ev": 8.9, "e_tot_ev": -10871.761, "homo_ha": -0.292, "elements": ["C", "C", "C", "C", "N", "N", "N", "O", "H", "H", "H", "H", "H", "H", "H", "H", "H", "H", "H", "H", "H"], "coordinates": [[0.2458, 0.3245, -0.0979], [0.4541, -0.9668, 0.5578], [0.4062, 1.5917, 0.7104], [-0.7500, 0.4070, -1.2212], [1.9453, -0.0932, -0.8623], [-0.9100, -0.7519, 1.4107], [-2.0788, -1.3040, 0.8554], [1.9540, 0.4627, -2.2006], [2.0411, -0.3066, -2.7747], [2.5586, 0.5538, -0.3641], [-0.7787, -0.9171, 2.4106], [-2.9033, -0.8862, 1.2737], [-2.1247, -2.3160, 0.9659], [0.3262, -1.8303, -0.0921], [1.2567, -1.0050, 1.2858], [0.8210, 2.3692, 0.0680], [-1.0714, -0.5700, -1.5792], [1.0699, 1.4443, 1.5614], [-0.5588, 1.9311, 1.0817], [-0.2714, 0.8964, -2.0725], [-1.6319, 0.9664, -0.9166]], "atomic_forces_ev_per_a": [[4.363, -0.504, -2.335], [-5.147, 0.704, 2.418], [0.161, -0.215, -0.271], [0.365, -0.206, -0.236], [-2.032, 1.602, -0.668], [1.366, -0.608, 0.737], [0.123, -0.679, -0.180], [0.375, -0.078, 0.270], [-0.001, 0.008, 0.192], [-0.055, 0.086, -0.044], [-0.118, -0.469, -0.337], [0.233, 0.043, -0.065], [-0.115, 0.084, 0.161], [0.325, 0.064, 0.167], [0.141, -0.115, -0.198], [0.001, 0.073, 0.006], [0.006, -0.023, 0.194], [0.041, 0.004, 0.035], [-0.019, -0.041, 0.016], [-0.011, 0.248, 0.109], [-0.005, 0.021, 0.028]], "nbo_charge": [0.2518, -0.2491, -0.6601, -0.6777, -0.4160, -0.5212, -0.6733, -0.6213, 0.4627, 0.3129, 0.3322, 0.3539, 0.3244, 0.2148, 0.2104, 0.2220, 0.2250, 0.2072, 0.2304, 0.2460, 0.2252]}


Record 2
{"formula": "C4H13N3O", "method": "ωB97M-V/def2-TZVPD", "multiplicity": 1, "orbital_gap_ev": [7.4, 7.4], "e_tot_ev": -10872.550, "homo_ha": [-0.238, -0.238], "elements": ["C", "C", "C", "C", "N", "N", "N", "O", "H", "H", "H", "H", "H", "H", "H", "H", "H", "H", "H", "H", "H"], "coordinates": [[1.3133, -0.8563, -0.0074], [-1.1318, -1.2245, -1.6430], [0.9408, 2.6016, 0.5141], [-1.8340, -0.5301, 0.5851], [0.4356, 1.2910, 0.2428], [1.3777, 0.4600, -0.2620], [1.2261, -1.2730, 1.3160], [-0.9246, -1.4450, -0.2616], [1.7683, 0.7293, -1.1697], [1.8003, -1.5230, -0.7035], [0.8296, -0.5295, 1.8774], [0.6894, -2.1230, 1.4315], [-0.5409, -1.9603, -2.1853], [-2.1791, -1.3758, -1.9161], [-0.8237, -0.2041, -1.8916], [0.0921, 3.2843, 0.5762], [1.4912, 2.6762, 1.4761], [-2.8576, -0.8143, 0.3286], [-1.6058, -0.6668, 1.6371], [-1.6793, 0.5217, 0.3422], [1.6122, 2.9617, -0.2867]], "atomic_forces_ev_per_a": [[2.328, 2.255, 1.190], [-0.164, 0.176, 0.393], [0.453, 0.051, 0.056], [0.608, -1.050, -1.789], [-0.325, 0.055, 1.087], [-0.986, -2.276, -0.878], [-0.501, 0.050, -0.645], [-1.900, 1.323, 1.274], [0.184, -0.145, -0.005], [-0.200, -0.072, -0.138], [-0.050, 0.096, 0.029], [0.066, 0.016, -0.041], [0.123, 0.045, -0.018], [-0.087, 0.079, -0.037], [-0.037, -0.029, -0.227], [0.027, 0.015, -0.011], [-0.011, 0.095, -0.296], [0.011, -0.203, 0.295], [0.088, -0.356, -0.100], [0.320, -0.309, -0.175], [0.054, 0.184, 0.037]], "nbo_charge": [0.3078, -0.2545, -0.4244, -0.2625, -0.5851, -0.3244, -0.8034, -0.5828, 0.3462, 0.1859, 0.3943, 0.3862, 0.1839, 0.1711, 0.1817, 0.1939, 0.1561, 0.1695, 0.1883, 0.2321, 0.1400]}


Record 3
{"formula": "C4H13N3O", "method": "ωB97M-V/def2-TZVPD", "multiplicity": 1, "orbital_gap_ev": 7.0, "e_tot_ev": -10872.995, "homo_ha": -0.229, "elements": ["C", "O", "H", "H", "H", "H", "C", "C", "C", "N", "N", "N", "H", "H", "H", "H", "H", "H", "H", "H", "H"], "coordinates": [[-1.9191, -0.0629, 1.0680], [-2.3707, -1.0122, 0.0710], [-3.3251, -1.1395, 0.1366], [-2.1250, -0.4219, 2.0831], [-2.4055, 0.9109, 0.9322], [-0.3757, 0.7068, 0.2223], [0.6638, -1.4927, 0.6069], [0.4334, 0.6092, -0.6427], [1.3075, -0.3176, 0.0737], [1.0720, 1.8800, -0.9373], [-0.2674, 0.0538, -1.8064], [2.4587, 0.1533, 0.5649], [1.3639, 1.9006, -1.9096], [0.4381, 2.6528, -0.7792], [-0.8356, -0.7370, -1.5084], [-0.9605, 0.7436, -2.0861], [2.9592, -0.3341, 1.2886], [2.6962, 1.1098, 0.3334], [0.1911, -2.1341, -0.1354], [-0.2628, -0.9923, 1.1201], [1.2636, -2.0762, 1.3043]], "atomic_forces_ev_per_a": [[0.355, 0.083, 0.010], [-0.141, -0.020, 0.034], [0.125, 0.030, 0.029], [-0.102, -0.010, -0.073], [-0.077, -0.090, -0.007], [0.020, -0.109, 0.078], [0.206, -0.107, -0.133], [0.119, 0.068, -0.238], [-0.084, 0.235, 0.334], [-0.033, -0.146, 0.003], [0.108, 0.032, 0.149], [-0.357, -0.087, -0.139], [-0.043, -0.008, 0.036], [0.017, -0.049, -0.010], [0.016, 0.029, 0.047], [0.043, -0.019, 0.033], [-0.059, -0.008, -0.057], [-0.030, -0.081, -0.007], [-0.006, 0.058, -0.017], [-0.087, 0.156, -0.039], [0.008, 0.043, -0.032]], "nbo_charge": [-0.4636, -0.8027, 0.4586, 0.1417, 0.1383, 0.2684, -0.7348, -0.0411, 0.3795, -0.8610, -0.8419, -0.7386, 0.3727, 0.3732, 0.3924, 0.3567, 0.3982, 0.4287, 0.2546, 0.3040, 0.2167]}